No. 1
{"formula": "C10H21HgN2", "method": "ωB97M-V/def2-TZVPD", "e_homo_ev": [-1.5, -0.4], "e_tot_ev": -17857.0754, "orbital_gap_ev": [4.62, 3.00], "charge": -1, "elements": ["C", "Hg", "N", "H", "H", "H", "H", "H", "H", "H", "H", "C", "N", "C", "C", "C", "C", "C", "C", "C", "C", "H", "H", "H", "H", "H", "H", "H", "H", "H", "H", "H", "H", "H"], "xyz": [[1.292, 1.877, -4.749], [0.812, 1.363, -0.884], [-1.500, 2.441, -0.509], [1.470, 2.126, -6.861], [-2.279, 1.846, -0.793], [1.368, 2.076, -5.805], [1.167, 2.804, -4.196], [0.442, 1.243, -4.501], [2.172, 1.382, -4.344], [-1.447, 2.480, 0.509], [-1.608, 3.380, -0.891], [-2.019, -1.198, 1.246], [-0.989, -2.197, 0.853], [-1.552, -3.253, -0.024], [0.273, -1.580, 0.273], [0.867, -0.620, 1.291], [1.072, -0.951, 2.647], [1.457, 0.037, 3.534], [1.693, 1.354, 3.188], [1.564, 1.718, 1.828], [1.156, 0.688, 1.016], [-2.333, -0.623, 0.366], [-1.613, -0.539, 2.018], [-2.870, -1.757, 1.650], [-0.675, -2.655, 1.719], [-1.896, -2.803, -0.961], [-0.769, -3.991, -0.225], [-2.389, -3.723, 0.501], [0.937, -2.424, 0.041], [-0.035, -1.158, -0.705], [0.919, -1.972, 2.923], [1.589, -0.227, 4.567], [1.976, 2.133, 3.851], [1.749, 2.722, 1.430]]}

No. 2
{"formula": "C4H10O6P2", "method": "ωB97M-V/def2-TZVPD", "e_homo_ev": -8.7, "smiles": "O[C@@H]1[C@H](O)[C@@H](O)P(O)[C@@H](O)P1O", "e_tot_ev": -35171.0907, "orbital_gap_ev": 8.98, "charge": 0, "elements": ["O", "C", "C", "O", "C", "O", "P", "O", "C", "O", "P", "O", "H", "H", "H", "H", "H", "H", "H", "H", "H", "H"], "xyz": [[0.389, 1.712, 1.176], [0.377, 1.546, -0.228], [-0.924, 1.056, -0.788], [-2.012, 1.965, -0.547], [-1.433, -0.274, -0.077], [-2.774, -0.642, -0.409], [-0.373, -1.755, -0.565], [-0.626, -2.854, 0.630], [1.231, -1.010, 0.039], [2.272, -2.033, -0.006], [1.811, 0.518, -1.011], [2.789, 1.184, 0.162], [1.136, 1.500, 1.729], [0.431, 2.448, -0.806], [-0.960, 0.771, -1.906], [-2.514, 1.667, 0.231], [-1.545, -0.184, 0.980], [-2.953, 0.062, -1.019], [-1.403, -3.356, 0.641], [1.022, -0.748, 1.134], [2.319, -2.655, 0.701], [3.742, 1.083, -0.062]]}

No. 3
{"formula": "C44H124N8O14", "method": "ωB97M-V/def2-TZVPD", "e_homo_ev": -8.4, "e_tot_ev": -88217.2049, "orbital_gap_ev": 8.89, "charge": 0, "elements": ["C", "C", "C", "O", "C", "N", "H", "H", "H", "H", "H", "H", "H", "H", "H", "H", "H", "C", "C", "C", "O", "C", "N", "H", "H", "H", "H", "H", "H", "H", "H", "H", "H", "H", "C", "C", "C", "O", "C", "N", "H", "H", "H", "H", "H", "H", "H", "H", "H", "H", "H", "C", "C", "C", "O", "C", "N", "H", "H", "H", "H", "H", "H", "H", "H", "H", "H", "H", "C", "C", "C", "O", "C", "N", "H", "H", "H", "H", "H", "H", "H", "H", "H", "H", "H", "C", "C", "C", "O", "C", "N", "H", "H", "H", "H", "H", "H", "H", "H", "H", "H", "H", "C", "C", "C", "O", "C", "N", "H", "H", "H", "H", "H", "H", "H", "H", "H", "H", "H", "C", "C", "C", "O", "C", "N", "H", "H", "H", "H", "H", "H", "H", "H", "H", "H", "H", "C", "C", "O", "H", "H", "H", "H", "H", "H", "C", "C", "O", "H", "H", "H", "H", "H", "H", "C", "C", "O", "H", "H", "H", "H", "H", "H", "C", "C", "O", "H", "H", "H", "H", "H", "H", "C", "C", "O", "H", "H", "H", "H", "H", "H", "C", "C", "O", "H", "H", "H", "H", "H", "H"], "xyz": [[-8.788, 2.497, 10.120], [-7.566, 2.399, 11.150], [-7.913, 2.972, 12.564], [-8.418, 4.306, 12.493], [-8.541, 5.064, 13.654], [-7.042, 1.053, 11.111], [-8.971, 3.566, 10.008], [-9.709, 1.948, 10.318], [-8.438, 2.114, 9.162], [-6.767, 3.023, 10.751], [-7.035, 2.895, 13.205], [-8.729, 2.417, 13.027], [-9.415, 4.747, 14.223], [-8.646, 6.137, 13.496], [-7.643, 4.934, 14.257], [-7.758, 0.343, 11.155], [-6.780, 0.918, 10.145], [-8.488, 0.876, 5.902], [-7.521, 1.917, 5.369], [-7.859, 3.296, 5.932], [-9.227, 3.614, 5.591], [-9.552, 5.030, 5.579], [-6.151, 1.461, 5.721], [-9.497, 1.044, 5.526], [-8.484, 0.729, 6.982], [-8.161, -0.099, 5.539], [-7.745, 1.925, 4.302], [-7.123, 3.988, 5.523], [-7.746, 3.292, 7.016], [-10.586, 5.079, 5.239], [-8.991, 5.559, 4.808], [-9.514, 5.547, 6.538], [-5.521, 2.137, 5.315], [-5.976, 0.611, 5.205], [-6.666, -3.171, 12.207], [-7.435, -3.709, 13.465], [-7.253, -5.258, 13.736], [-7.912, -5.953, 12.691], [-7.764, -7.372, 12.720], [-6.928, -2.936, 14.575], [-5.593, -3.225, 12.396], [-6.873, -2.115, 12.033], [-6.991, -3.695, 11.309], [-8.500, -3.509, 13.345], [-7.587, -5.571, 14.726], [-6.191, -5.504, 13.710], [-7.805, -7.764, 13.736], [-6.847, -7.803, 12.319], [-8.581, -7.886, 12.215], [-5.988, -3.204, 14.830], [-6.862, -1.992, 14.223], [-3.796, -1.029, 13.434], [-4.611, 0.071, 14.077], [-4.091, 1.527, 13.723], [-4.822, 2.487, 14.484], [-4.322, 3.812, 14.268], [-6.057, -0.093, 13.672], [-3.839, -0.831, 12.363], [-4.131, -2.020, 13.742], [-2.765, -0.995, 13.785], [-4.622, -0.065, 15.158], [-4.291, 1.578, 12.652], [-3.006, 1.618, 13.772], [-3.233, 3.855, 14.274], [-4.677, 4.484, 15.050], [-4.662, 4.294, 13.351], [-6.543, 0.603, 14.220], [-6.159, 0.232, 12.721], [-12.952, 1.419, 16.069], [-11.642, 0.800, 15.614], [-10.432, 1.688, 15.982], [-9.126, 1.271, 15.457], [-8.005, 1.933, 15.991], [-11.667, -0.474, 16.290], [-13.060, 2.343, 15.500], [-12.896, 1.680, 17.126], [-13.844, 0.796, 15.996], [-11.546, 0.644, 14.540], [-10.380, 1.889, 17.052], [-10.704, 2.640, 15.526], [-8.028, 2.970, 15.656], [-7.114, 1.553, 15.490], [-7.799, 1.835, 17.057], [-10.718, -0.811, 16.213], [-11.768, -0.335, 17.285], [-11.233, 5.373, 16.882], [-10.950, 4.827, 18.239], [-9.612, 5.315, 18.860], [-8.502, 5.091, 18.045], [-7.328, 5.701, 18.670], [-12.113, 5.201, 19.078], [-11.390, 6.451, 16.832], [-12.130, 4.930, 16.448], [-10.421, 4.984, 16.269], [-10.923, 3.741, 18.141], [-9.423, 4.857, 19.831], [-9.703, 6.398, 18.943], [-6.450, 5.497, 18.057], [-7.266, 5.253, 19.661], [-7.459, 6.771, 18.834], [-12.267, 6.193, 18.970], [-12.925, 4.788, 18.641], [-8.582, 8.560, 16.587], [-7.912, 9.908, 16.987], [-8.482, 10.614, 18.224], [-9.812, 11.049, 17.872], [-10.354, 11.912, 18.832], [-6.431, 9.766, 17.069], [-9.671, 8.577, 16.613], [-8.302, 7.809, 17.327], [-8.252, 8.220, 15.605], [-8.105, 10.563, 16.138], [-7.831, 11.487, 18.273], [-8.293, 9.971, 19.084], [-9.714, 12.790, 18.909], [-10.374, 11.443, 19.816], [-11.377, 12.138, 18.529], [-6.068, 10.521, 17.632], [-6.265, 9.057, 17.769], [-9.186, 8.135, 7.699], [-9.755, 7.413, 8.903], [-8.852, 7.607, 10.165], [-7.511, 7.276, 10.039], [-7.142, 6.004, 9.560], [-11.147, 7.880, 9.083], [-9.098, 9.205, 7.887], [-9.694, 7.850, 6.777], [-8.143, 7.825, 7.646], [-9.735, 6.353, 8.653], [-9.184, 6.969, 10.985], [-8.889, 8.615, 10.578], [-7.523, 5.206, 10.196], [-6.069, 5.882, 9.409], [-7.573, 5.823, 8.575], [-11.114, 8.871, 9.276], [-11.483, 7.629, 10.002], [-10.105, -0.980, 12.610], [-9.916, -1.769, 11.262], [-9.559, -0.818, 10.322], [-10.268, -1.645, 13.458], [-10.985, -0.339, 12.556], [-9.219, -0.379, 12.816], [-10.822, -2.247, 10.889], [-9.179, -2.561, 11.394], [-9.287, -1.275, 9.523], [-12.239, 6.802, 13.820], [-11.594, 6.688, 12.489], [-12.588, 6.344, 11.545], [-11.452, 7.170, 14.479], [-12.569, 5.825, 14.173], [-13.098, 7.470, 13.759], [-10.855, 5.888, 12.531], [-11.045, 7.578, 12.181], [-12.872, 5.433, 11.648], [-6.869, 8.842, 13.228], [-5.810, 8.003, 14.028], [-5.043, 8.971, 14.708], [-7.289, 9.606, 13.882], [-7.646, 8.250, 12.745], [-6.468, 9.369, 12.363], [-5.151, 7.440, 13.367], [-6.151, 7.238, 14.726], [-5.521, 9.205, 15.507], [-11.604, 2.833, 12.435], [-12.876, 2.746, 11.606], [-13.569, 3.916, 11.814], [-10.946, 3.607, 12.039], [-11.113, 1.861, 12.466], [-11.744, 3.017, 13.500], [-13.498, 1.942, 11.997], [-12.738, 2.626, 10.531], [-14.391, 3.947, 11.318], [-5.062, -1.278, 9.044], [-6.295, -0.738, 8.284], [-6.194, 0.672, 8.300], [-5.265, -1.278, 10.115], [-4.139, -0.701, 8.978], [-4.844, -2.270, 8.649], [-7.232, -1.097, 8.710], [-6.199, -1.171, 7.288], [-6.436, 0.972, 7.421], [-2.835, 3.271, 9.990], [-3.963, 2.512, 9.297], [-4.907, 3.385, 8.710], [-2.027, 2.665, 10.400], [-3.234, 3.837, 10.831], [-2.335, 3.908, 9.260], [-4.420, 1.882, 10.060], [-3.592, 1.830, 8.532], [-5.624, 2.824, 8.406]]}

No. 4
{"formula": "C5H11FN4O", "method": "ωB97M-V/def2-TZVPD", "e_homo_ev": -18.3, "e_tot_ev": -16069.2152, "orbital_gap_ev": 7.91, "charge": 2, "elements": ["C", "C", "C", "C", "C", "N", "N", "N", "N", "O", "F", "H", "H", "H", "H", "H", "H", "H", "H", "H", "H", "H"], "xyz": [[-1.114, -1.632, 1.121], [-1.488, 0.738, 0.066], [0.455, 0.086, -1.277], [1.542, 0.793, -0.552], [1.602, 2.245, -0.268], [-1.139, -0.237, 1.030], [-0.870, 0.665, -1.116], [-1.044, -2.164, 2.281], [0.618, -1.387, -1.357], [-2.370, 1.450, 0.389], [2.528, 0.000, -0.150], [0.748, 0.336, -2.257], [1.680, 2.509, 0.714], [0.639, 2.809, -0.674], [2.412, 2.866, -0.740], [-1.337, 0.194, 1.895], [-1.199, 1.455, -1.675], [-1.264, -3.156, 2.403], [-1.041, -1.609, 3.146], [-1.116, -2.284, 0.301], [1.451, -1.896, -0.966], [0.308, -1.781, -2.316]]}